# 1
{
  "formula": "C2H18NO5",
  "method": "the ωB97M-V functional and the def2-TZVPD basis",
  "max_force_ev_per_a": 3.413,
  "total_energy_ha": -517.717509,
  "de_lowest_kj_mol": 87.5,
  "total_charge": 1,
  "elements": ["C", "N", "C", "H", "H", "H", "H", "H", "H", "H", "H", "H", "H", "O", "H", "H", "O", "H", "H", "O", "H", "H", "O", "H", "H", "O"],
  "coordinates": [[2.21704, 0.78196, 0.52990], [1.64508, 1.26807, -0.73547], [0.63363, 2.31596, -0.53674], [2.80557, -0.14129, 0.44586], [2.99874, 1.37257, 1.02328], [1.57586, 0.51543, 1.36982], [1.18797, 0.43546, -1.17825], [2.47345, 1.49371, -1.28657], [-0.26543, 1.89245, -0.08703], [0.32647, 2.64405, -1.53389], [0.98643, 3.12613, 0.09768], [-2.96587, -0.09983, -1.57417], [-1.60442, -0.45916, -0.79358], [-2.16600, 0.22874, -1.11180], [-0.83631, -2.76308, 0.24287], [-2.12408, -2.49742, -0.53976], [-1.16928, -2.61364, -0.65027], [-2.16013, 0.99946, 0.94341], [-2.16288, 1.31812, 2.38846], [-1.59155, 0.92739, 1.71825], [0.70163, -1.88266, -1.10719], [1.05528, -1.57450, -2.53304], [1.12969, -1.19857, -1.65230], [-0.22813, -1.76512, 2.81681], [-0.56215, -0.44283, 2.15005], [0.16277, -1.11831, 2.22267]],
  "forces_ev_per_angstrom": [[1.90, -1.52, 2.39], [0.28, -1.04, 1.29], [-0.74, 0.62, -0.79], [-0.48, -0.05, -1.00], [-0.46, 1.04, -0.80], [-1.00, 0.37, -0.69], [0.40, 0.11, -0.11], [-0.51, 0.53, -0.42], [0.40, -0.23, 0.13], [0.16, 0.35, 0.26], [0.22, -0.05, -0.24], [1.04, -0.07, 0.52], [0.30, -1.37, -0.07], [-1.23, 1.49, -0.39], [-0.08, -0.05, 0.17], [0.22, -0.28, -0.06], [-0.16, 0.24, 0.20], [0.06, -0.33, -0.63], [0.26, 0.02, 0.43], [-0.52, 0.40, 0.09], [-0.02, 0.42, -0.08], [0.05, 0.15, -0.32], [-0.12, -0.53, 0.22], [0.26, -0.19, 0.20], [0.73, -0.43, -0.08], [-0.95, 0.40, -0.22]]
}


# 2
{
  "formula": "C41H40BaN4O2P",
  "method": "the ωB97M-V functional and the def2-TZVPD basis",
  "max_force_ev_per_a": 0.192,
  "total_energy_ha": -2322.841698,
  "de_lowest_kj_mol": 0.0,
  "total_charge": -1,
  "elements": ["Ba", "C", "C", "C", "N", "C", "C", "C", "C", "C", "C", "C", "N", "C", "C", "C", "N", "C", "C", "C", "C", "C", "C", "C", "N", "C", "C", "H", "H", "H", "H", "H", "H", "H", "H", "H", "H", "H", "H", "H", "H", "H", "H", "H", "H", "H", "H", "H", "H", "H", "H", "H", "H", "O", "C", "O", "C", "C", "C", "C", "C", "C", "P", "C", "C", "C", "C", "C", "C", "C", "C", "C", "C", "C", "C", "H", "H", "H", "H", "H", "H", "H", "H", "H", "H", "H", "H", "H", "H"],
  "coordinates": [[0.08808, 0.08679, -0.01519], [1.92825, -3.44581, -0.44561], [2.19444, -2.82949, 0.92280], [3.24964, -1.72803, 0.93681], [2.85458, -0.59701, 0.11308], [3.55363, -0.29416, -0.94446], [4.55617, -1.13294, -1.53480], [5.65142, -0.82920, -2.31651], [6.14160, 0.40318, -2.73035], [5.47467, 1.61129, -2.55225], [4.19119, 1.85371, -2.11651], [3.15731, 0.95712, -1.67720], [1.88284, 1.19460, -1.75990], [1.39885, 2.23961, -2.63692], [0.42563, 1.68316, -3.68905], [-0.94224, 1.20790, -3.17129], [-0.94078, -0.07807, -2.50651], [-1.03343, -1.17254, -3.20276], [-1.03027, -1.18025, -4.63614], [-1.31159, -2.15138, -5.57166], [-1.69500, -3.47877, -5.41481], [-1.78670, -4.12563, -4.19267], [-1.49561, -3.69028, -2.91417], [-1.06246, -2.44049, -2.38212], [-0.71654, -2.28761, -1.12830], [-0.62501, -3.44053, -0.25291], [0.64280, -4.27482, -0.48849], [2.77641, -4.07627, -0.73127], [1.86158, -2.65696, -1.20011], [2.47714, -3.60891, 1.63891], [1.26994, -2.39709, 1.32087], [4.23248, -2.12897, 0.66916], [3.33802, -1.37100, 1.97137], [4.43540, -2.18525, -1.31015], [6.24776, -1.69158, -2.60366], [7.10454, 0.42442, -3.22527], [6.02382, 2.50111, -2.85002], [3.89023, 2.89443, -2.13107], [2.20616, 2.74272, -3.17664], [0.88383, 3.01272, -2.04889], [0.92382, 0.86697, -4.21821], [0.24668, 2.48004, -4.41949], [-1.66845, 1.22498, -3.99379], [-1.30336, 1.95144, -2.44726], [-0.77042, -0.22747, -5.07550], [-1.23324, -1.80848, -6.60032], [-1.91955, -4.04947, -6.30723], [-2.11019, -5.16265, -4.24006], [-1.61728, -4.46326, -2.16733], [-1.50756, -4.09050, -0.31052], [-0.62213, -3.06826, 0.77948], [0.56571, -4.76276, -1.46274], [0.68675, -5.06952, 0.26606], [-2.51796, 2.93125, 2.70968], [-1.99778, 1.81994, 2.70033], [-1.24632, 1.32730, 1.79828], [-2.29466, 0.88245, 3.87509], [-3.47960, 1.09344, 4.57007], [-3.85253, 0.27012, 5.62076], [-3.01742, -0.76774, 6.00272], [-1.81458, -0.97009, 5.34069], [-1.43683, -0.15980, 4.26983], [0.13664, -0.45899, 3.36960], [1.08472, 1.07542, 3.69144], [2.17776, 1.34032, 2.87055], [2.94225, 2.48414, 3.06150], [2.61654, 3.37705, 4.07037], [1.52359, 3.12348, 4.88879], [0.76256, 1.97945, 4.70295], [0.97493, -1.63545, 4.51367], [0.83530, -2.99408, 4.23316], [1.40007, -3.95729, 5.05903], [2.12933, -3.56949, 6.17229], [2.28803, -2.21949, 6.45649], [1.71332, -1.26077, 5.63581], [-4.09481, 1.92634, 4.25617], [-4.78662, 0.44161, 6.14172], [-3.29052, -1.42023, 6.82327], [-1.16683, -1.77021, 5.67233], [2.43893, 0.66492, 2.06148], [3.78451, 2.67647, 2.40830], [3.20484, 4.27499, 4.21288], [1.25565, 3.82521, 5.66893], [-0.09486, 1.79569, 5.33847], [0.27498, -3.29874, 3.35543], [1.27828, -5.00793, 4.82642], [2.57995, -4.31711, 6.81338], [2.86193, -1.91193, 7.32211], [1.84325, -0.21061, 5.86474]],
  "forces_ev_per_angstrom": [[-0.05, -0.12, 0.00], [-0.01, -0.02, 0.00], [-0.05, 0.00, 0.01], [0.07, 0.00, -0.02], [-0.09, 0.07, -0.02], [0.04, -0.01, -0.01], [-0.01, -0.01, 0.01], [-0.01, 0.00, 0.01], [0.01, 0.01, -0.01], [0.01, 0.00, 0.00], [-0.04, 0.00, 0.01], [0.10, 0.02, 0.03], [0.01, -0.13, 0.04], [-0.12, 0.04, -0.14], [0.01, 0.05, 0.05], [0.02, 0.09, 0.01], [0.05, 0.05, 0.12], [0.00, -0.12, -0.05], [-0.02, 0.02, -0.02], [-0.01, -0.04, 0.03], [0.01, 0.04, 0.01], [0.00, 0.02, -0.01], [-0.02, -0.04, -0.02], [-0.02, -0.03, 0.03], [0.04, 0.08, -0.02], [-0.03, 0.00, 0.00], [0.02, 0.01, 0.01], [0.00, 0.00, 0.00], [0.01, 0.01, 0.00], [0.01, -0.01, 0.00], [0.00, 0.00, 0.00], [-0.01, -0.01, 0.01], [-0.01, 0.00, 0.01], [0.00, 0.00, 0.00], [0.00, 0.00, 0.00], [0.00, 0.00, 0.00], [0.00, 0.00, 0.00], [0.00, 0.00, 0.00], [0.00, 0.00, 0.00], [-0.01, 0.00, -0.01], [0.01, 0.00, 0.01], [0.00, 0.00, 0.00], [0.01, 0.02, -0.01], [0.01, 0.02, 0.00], [0.00, -0.01, 0.00], [0.00, 0.00, 0.00], [0.00, 0.00, 0.00], [0.00, 0.00, 0.00], [0.00, 0.01, -0.01], [0.01, -0.01, 0.01], [0.01, 0.01, -0.01], [0.01, 0.00, 0.00], [-0.01, 0.00, 0.00], [0.02, -0.04, 0.00], [-0.11, 0.03, 0.06], [0.11, -0.07, -0.02], [0.06, -0.05, 0.02], [0.03, -0.02, -0.02], [0.00, 0.00, 0.00], [0.00, -0.01, 0.01], [-0.03, 0.03, 0.00], [-0.09, 0.12, -0.07], [0.05, -0.05, -0.02], [-0.07, 0.01, 0.10], [0.03, 0.05, 0.01], [0.01, -0.04, -0.03], [-0.01, 0.02, 0.02], [0.02, 0.02, -0.01], [0.02, -0.02, -0.05], [-0.01, 0.01, 0.04], [0.00, 0.00, 0.01], [-0.02, 0.02, -0.05], [0.02, -0.01, 0.03], [0.02, -0.01, 0.01], [0.00, 0.01, -0.07], [0.00, 0.00, 0.01], [0.00, -0.01, 0.00], [0.00, 0.01, 0.00], [0.01, 0.00, -0.01], [0.01, 0.00, -0.01], [0.00, 0.00, 0.00], [0.00, 0.00, 0.00], [0.00, 0.00, 0.00], [-0.01, 0.01, 0.00], [0.00, -0.01, 0.01], [0.00, 0.00, -0.01], [0.00, 0.01, 0.00], [0.00, 0.00, 0.00], [0.00, 0.01, 0.01]]
}


# 3
{
  "formula": "C40H32AsF2GaN2OS",
  "method": "the ωB97M-V functional and the def2-TZVPD basis",
  "max_force_ev_per_a": 0.385,
  "total_energy_ha": -6486.701667,
  "de_lowest_kj_mol": 7.6,
  "total_charge": 0,
  "elements": ["Ga", "S", "C", "C", "C", "C", "C", "C", "As", "C", "C", "C", "C", "C", "C", "C", "C", "C", "C", "C", "C", "H", "H", "H", "H", "H", "H", "H", "H", "H", "H", "H", "H", "H", "H", "F", "C", "C", "C", "C", "C", "F", "C", "C", "C", "C", "C", "C", "N", "H", "H", "H", "H", "H", "H", "C", "N", "C", "C", "O", "H", "H", "H", "H", "H", "H", "H", "C", "C", "C", "C", "C", "C", "C", "C", "H", "H", "H", "H", "H"],
  "coordinates": [[-1.73046, 0.37543, 0.67208], [-0.88471, -0.55041, 2.66050], [0.69385, 0.01544, 3.26701], [0.87490, -0.14691, 4.64846], [2.09918, 0.09487, 5.24743], [3.17753, 0.51117, 4.47743], [3.00061, 0.70264, 3.11786], [1.77230, 0.46864, 2.49613], [1.48869, 0.75318, 0.58845], [2.31074, -0.86295, -0.11601], [2.67178, -0.88877, -1.46454], [3.07933, -2.07200, -2.06412], [3.12172, -3.24691, -1.32231], [2.76796, -3.22771, 0.02037], [2.36127, -2.04147, 0.62145], [2.83548, 2.08049, 0.10642], [2.32138, 3.31677, -0.28738], [3.16966, 4.36249, -0.63277], [4.54593, 4.17739, -0.59380], [5.06653, 2.93715, -0.24179], [4.21675, 1.89352, 0.09722], [0.02889, -0.47514, 5.24110], [2.21153, -0.04249, 6.31653], [4.14638, 0.68543, 4.92949], [3.83729, 1.04678, 2.52887], [2.62551, 0.02786, -2.04446], [3.35130, -2.08394, -3.11374], [3.42349, -4.17517, -1.79199], [2.81389, -4.13886, 0.60516], [2.08068, -2.03294, 1.66734], [1.24636, 3.45890, -0.31563], [2.75648, 5.31762, -0.93675], [5.21093, 4.99561, -0.84100], [6.13890, 2.78154, -0.24024], [4.63815, 0.92081, 0.32548], [-0.22621, 5.01132, 2.95021], [-1.07189, 4.37395, 2.12603], [-0.92691, 3.01813, 1.92162], [-1.77285, 2.36597, 1.03439], [-2.78060, 3.09113, 0.38072], [-2.91502, 4.44311, 0.66646], [-3.92048, 5.15976, 0.11861], [-2.06859, 5.11295, 1.52085], [-3.62327, 2.35556, -0.59668], [-4.37617, 2.94107, -1.61276], [-5.05754, 2.12447, -2.49822], [-4.98573, 0.74400, -2.35793], [-4.20568, 0.23841, -1.33853], [-3.54804, 1.02521, -0.48346], [-0.15357, 2.48775, 2.46252], [-2.18869, 6.17065, 1.71512], [-4.41319, 4.01400, -1.71628], [-5.63169, 2.56419, -3.30714], [-5.50546, 0.07756, -3.03337], [-4.08468, -0.82660, -1.18888], [-2.95474, -4.37285, 2.71272], [-2.74657, -3.31868, 1.73263], [-1.63844, -3.50665, 0.79908], [-3.42830, -2.18080, 1.82529], [-3.25394, -1.14634, 1.16198], [-2.13642, -4.38694, 3.43454], [-2.99665, -5.33802, 2.21114], [-3.89131, -4.21363, 3.24358], [-0.68463, -3.46817, 1.32784], [-1.64189, -2.72307, 0.05232], [-1.74951, -4.48079, 0.31600], [-4.24552, -2.22333, 2.55197], [-1.10121, -0.52116, -0.96034], [-0.71708, -1.10917, -1.94661], [-0.23725, -1.79915, -3.11747], [0.38696, -1.10300, -4.15574], [0.82905, -1.77476, -5.28582], [0.66064, -3.14905, -5.39604], [0.05032, -3.85230, -4.36460], [-0.39578, -3.18439, -3.23328], [0.51987, -0.03203, -4.06304], [1.30760, -1.22407, -6.08697], [1.00095, -3.67015, -6.28253], [-0.08055, -4.92505, -4.44394], [-0.86952, -3.72710, -2.42420]],
  "forces_ev_per_angstrom": [[0.20, 0.26, -0.15], [0.12, -0.14, 0.05], [-0.03, -0.11, 0.03], [0.01, 0.04, -0.03], [-0.07, -0.01, -0.04], [-0.01, -0.01, -0.01], [-0.12, 0.05, 0.01], [0.14, 0.02, 0.10], [-0.06, -0.11, -0.05], [0.00, -0.09, -0.15], [0.01, -0.02, 0.15], [0.03, 0.00, 0.03], [-0.03, 0.05, 0.02], [0.01, 0.03, -0.03], [0.02, 0.02, -0.06], [-0.03, 0.14, 0.00], [0.10, 0.01, 0.10], [0.07, -0.03, 0.00], [-0.11, -0.03, 0.03], [-0.03, 0.05, -0.04], [0.00, -0.09, -0.06], [0.05, 0.00, 0.00], [-0.02, 0.00, -0.03], [-0.04, 0.02, -0.01], [0.06, 0.04, -0.09], [0.00, -0.05, -0.04], [-0.03, 0.01, 0.04], [0.02, 0.02, 0.01], [-0.02, 0.01, 0.00], [-0.02, -0.01, 0.05], [0.00, 0.02, 0.01], [0.02, -0.04, 0.04], [-0.01, -0.03, -0.04], [-0.03, 0.00, 0.01], [-0.04, 0.00, 0.07], [0.08, 0.06, 0.11], [-0.08, -0.03, -0.07], [0.02, -0.13, -0.01], [-0.15, -0.15, -0.09], [0.05, -0.14, -0.09], [0.04, -0.02, 0.02], [-0.05, 0.08, -0.08], [0.00, 0.15, 0.04], [0.09, -0.07, 0.12], [-0.12, 0.02, -0.08], [0.02, 0.00, 0.00], [-0.03, 0.07, -0.04], [0.05, 0.14, 0.18], [-0.16, -0.12, -0.23], [0.02, -0.01, 0.02], [-0.01, -0.07, -0.01], [0.01, -0.04, 0.01], [0.03, -0.03, 0.09], [0.03, 0.02, 0.03], [0.05, 0.02, 0.01], [-0.01, 0.08, -0.07], [0.03, 0.07, -0.07], [-0.07, -0.02, 0.19], [0.19, 0.16, -0.19], [-0.09, -0.36, 0.09], [0.03, 0.01, 0.00], [-0.01, -0.03, -0.04], [0.01, 0.03, 0.00], [-0.02, 0.01, 0.03], [-0.04, 0.13, -0.07], [-0.01, 0.05, 0.04], [-0.01, 0.03, 0.11], [-0.06, 0.05, 0.21], [0.15, -0.09, -0.29], [-0.12, -0.06, 0.08], [-0.04, 0.00, 0.01], [0.00, 0.01, 0.03], [-0.01, -0.01, 0.04], [0.01, 0.05, 0.04], [0.03, 0.08, -0.04], [-0.02, -0.02, -0.02], [-0.02, 0.00, 0.04], [0.00, 0.02, 0.03], [0.00, 0.04, 0.01], [0.01, 0.00, -0.04]]
}